The following is a DFT calculation (the ωB97M-V functional and the def2-TZVPD basis) of C7H29BaO8 as an isolated structure at a distorted geometry.

Computed properties:
HOMO level ... -12.10 eV
HOMO-LUMO gap ... 8.46 eV
Charge ... +1
Energy above the lowest of the compared OMol25 structures with the same formula, charge and spin ... 23.604 eV
LUMO level ... -3.647 eV

```
45
Properties=species:S:1:pos:R:3:forces:R:3
Ba 1.7457 0.6859 -1.7130 11.68 5.97 -11.45
O 0.2157 0.9900 -0.3487 9.13 -5.13 -3.65
H -0.0911 0.0640 -0.2946 2.01 -3.18 0.00
C -2.2015 -0.1692 0.8279 -0.71 -0.79 -0.46
O -1.7461 0.5104 -0.3527 -6.51 -4.50 1.97
H -3.2677 -0.3761 0.7356 -0.07 0.54 0.06
H -1.7774 -1.1714 0.8899 0.04 0.08 -0.13
H -1.9352 0.3037 1.7732 -0.52 0.62 -0.50
H -0.8162 0.7463 -0.3166 -7.48 1.29 1.67
C -1.5084 2.9536 -0.8385 -0.75 1.23 -2.08
O -0.4139 2.9221 0.0120 -0.27 3.99 1.61
H -2.1895 3.7939 -0.7038 0.34 0.13 0.55
H -1.0996 3.0700 -1.8422 -0.42 0.33 -0.56
H -2.0694 2.0191 -0.8341 -0.33 1.47 -0.01
H 0.0235 2.0768 -0.1132 -1.06 5.67 0.71
C -0.3065 -2.0591 -0.9213 -0.23 -0.78 0.44
O 0.5708 -3.0795 -1.3512 -0.10 -0.07 -0.34
H 0.3868 -1.2630 -0.6497 -1.77 -0.64 -0.40
H -1.0608 -1.7227 -1.6326 0.62 -1.26 0.33
H -0.8308 -2.4093 -0.0322 0.28 -0.06 -0.16
H 1.2337 -2.6374 -1.8868 0.11 -0.47 -0.33
C 3.0446 -1.5581 -0.0562 1.20 -0.32 1.11
O 1.9714 -0.6568 -0.2963 4.64 -5.35 2.84
H 3.3327 -1.3856 0.9808 0.18 -0.36 -0.02
H 2.7942 -2.6087 -0.2031 -0.34 0.21 -0.02
H 3.9122 -1.3093 -0.6674 -0.13 0.20 -0.29
H 1.3308 -0.8014 0.4040 -0.83 -1.65 2.10
C -1.3478 0.1833 -2.8562 -1.14 -0.27 -0.35
O -0.2301 0.8857 -2.3091 -5.42 -0.75 -8.05
H -1.2366 -0.2014 -3.8699 0.63 0.54 -0.12
H -1.4746 -0.6826 -2.2064 -0.91 1.20 -1.06
H -2.2272 0.8245 -2.7949 0.04 -0.15 -0.16
H -0.3793 1.0366 -1.3729 -1.61 1.45 -2.87
C 1.4011 1.4225 1.9583 0.39 0.86 0.54
O 0.1160 0.9611 1.5925 -0.74 4.14 9.79
H 2.0777 0.6454 1.6028 1.05 0.56 0.41
H 1.7088 2.3732 1.5228 -0.38 0.27 0.09
H 1.4474 1.4494 3.0470 0.22 0.25 -0.13
H 0.0601 1.0279 0.6365 -0.39 1.44 5.42
C -0.0353 -1.3398 2.6039 -0.02 -2.07 1.76
O 0.8319 -1.0252 1.5577 0.25 -5.60 0.88
H 0.5252 -1.1382 3.5168 -0.36 0.13 0.31
H -1.0165 -0.8657 2.6263 0.77 0.11 -0.02
H -0.2113 -2.4155 2.6071 0.02 -0.09 -0.10
H 0.7423 -0.0695 1.5686 -1.11 0.81 0.69
```
Forces are in eV/Å.

These are the Löwdin partial charges, in e, on atoms 1 to 4:
1 Ba 2.403
2 O -0.390
3 H 0.107
4 C -0.045